The following is a DFT calculation (wB97M-V/def2-TZVPD) of a 3-piece molecular cluster, C3H11NO4 overall at a distorted geometry.

Positions of all 19 atoms, in Å:
O  1.30  -1.64  -0.07
C  0.16  -1.44  0.20
O  -0.34  -0.83  1.29
C  -0.99  -1.89  -0.73
C  -1.95  -2.87  0.01
N  -1.76  -0.80  -1.20
H  0.40  -0.32  1.68
H  -0.53  -2.41  -1.59
H  -1.43  -3.80  0.20
H  -2.07  -2.50  1.02
H  -2.90  -3.02  -0.48
H  -2.77  -0.95  -1.36
H  -1.65  0.10  -0.70
H  3.61  3.67  2.49
H  4.12  2.68  3.51
O  4.38  3.13  2.69
H  1.21  4.34  -3.00
H  0.24  4.56  -1.80
O  0.95  3.98  -2.14

## Properties
- Multiplicity: 2
- E: -476.27908 a.u.
- HOMO (spin up / spin down): -13.392 / -13.392 eV
- LUMO energy (spin up / spin down): -3.7 / -9.0 eV
- Frontier orbital gap (spin up / spin down): 0.3574 / 0.1597 Ha
- Maximum force: 2.2 eV/Å
- Total charge: +1
- Relative energy (zero: lowest compared OMol25 entry of this formula, charge and spin): 129.3 kJ/mol

Mulliken population analysis, charges in e, atoms 1 to 2:
1 O -0.43
2 C 0.33

---

The following is a DFT calculation (wB97M-V/def2-TZVPD) of a 3-piece molecular cluster, C3H11NO4S2 overall at a distorted geometry.

Positions of all 21 atoms, in Å:
N  0.02  0.79  1.11
C  -0.12  -0.34  0.23
C  0.46  -1.52  1.02
O  0.36  -2.70  0.37
O  1.00  -1.42  2.08
C  0.61  -0.26  -1.12
S  -0.30  0.50  -2.48
S  -0.82  2.37  -1.85
H  0.94  0.97  1.50
H  -0.31  1.65  0.69
H  -1.18  -0.50  0.12
H  0.51  -3.40  1.02
H  0.79  -1.26  -1.52
H  1.56  0.25  -0.98
H  0.36  3.01  -1.95
H  -3.47  -1.20  1.39
H  -2.98  -1.78  2.69
O  -2.99  -1.95  1.75
H  2.20  0.61  2.74
H  3.71  1.01  2.67
O  2.82  1.36  2.62

## Properties
- E: -1273.01417 a.u.
- HOMO: -8.924 eV
- LUMO energy: 0.5 eV
- Frontier orbital gap: 0.3476 Ha
- Maximum force: 1.2 eV/Å
- SMILES: N[C@@H](CSS)C(=O)O.O.O
- Relative energy (zero: lowest compared OMol25 entry of this formula, charge and spin): 16.5 kJ/mol

Mulliken population analysis, charges in e, atoms 1 to 2:
1 N -0.47
2 C 0.28

---

The following is a DFT calculation (wB97M-V/def2-TZVPD) of a 4-piece molecular cluster, C3H11NO5S overall at a distorted geometry.

Positions of all 21 atoms, in Å:
O  1.52  -0.43  -1.05
C  0.33  0.01  -0.98
O  -0.34  0.44  -1.94
C  -0.37  0.11  0.40
C  -1.53  -0.89  0.55
S  -2.65  -0.48  1.96
N  -0.79  1.52  0.54
H  0.35  -0.07  1.20
H  -2.08  -0.88  -0.39
H  -1.08  -1.84  0.85
H  -1.40  1.49  1.36
H  -1.31  1.72  -0.31
H  1.70  -0.61  -3.06
H  0.57  -1.26  -3.64
O  1.47  -1.02  -3.90
H  2.29  -1.34  0.18
H  2.30  -1.02  1.68
O  2.57  -1.70  1.06
H  1.50  2.04  2.22
H  0.70  2.39  0.94
O  1.47  2.70  1.52

## Properties
- E: -950.11226 a.u.
- HOMO: -0.209 eV
- LUMO energy: 5.9 eV
- Frontier orbital gap: 0.2235 Ha
- Maximum force: 1.1 eV/Å
- Total charge: -2
- Relative energy (zero: lowest compared OMol25 entry of this formula, charge and spin): 0.0 kJ/mol

Mulliken population analysis, charges in e, atoms 1 to 2:
1 O -0.90
2 C 0.56